DFT (the ωB97M-V functional and the def2-TZVPD basis) results for C14H20AuBN5S2 as an isolated structure.

ORCA input file:
```
! RIJCOSX wB97M-V def2-TZVPD def2/J DEFGRID3
* xyz -1 1
Au 5.38 4.46 13.91
C 4.85 2.41 9.19
N 4.57 1.82 10.54
C 3.71 0.81 10.87
C 3.56 0.75 12.21
N 4.39 1.72 12.77
B 4.56 1.96 14.33
N 3.39 2.38 15.29
C 2.35 1.52 15.76
C 1.64 2.18 16.70
N 2.14 3.43 16.84
C 1.67 4.47 17.75
C 3.23 3.58 15.95
S 4.06 5.02 15.81
C 4.97 2.39 11.74
S 6.13 3.63 11.89
H 3.93 2.62 8.65
H 5.43 1.67 8.57
H 5.47 3.31 9.22
H 3.24 0.21 10.15
H 2.96 0.09 12.78
H 5.13 1.01 14.87
H 5.48 2.84 14.47
H 2.17 0.51 15.37
H 0.84 1.80 17.34
H 1.18 5.29 17.18
H 2.50 4.98 18.28
H 0.91 4.12 18.51
C 8.73 7.05 18.00
C 9.08 6.95 16.55
C 10.26 6.42 15.93
C 10.02 6.62 14.57
C 8.82 7.29 14.42
C 8.01 7.72 13.22
N 8.24 7.45 15.66
H 8.03 7.93 18.07
H 9.64 7.25 18.63
H 8.17 6.22 18.41
H 11.03 5.89 16.43
H 10.66 6.38 13.78
H 8.53 7.35 12.31
H 7.82 8.76 13.17
H 7.03 7.29 13.19
*
```

- Largest force on an atom: 2.6 eV/A
- HOMO: -1.95 eV
- Energy: -48333.4743 eV

Charges per atom according to natural (NBO) partitioning, unit e: 0.546 -0.411 -0.367 -0.085 -0.055 -0.510 0.170 -0.526 -0.080 -0.071 -0.380 -0.418 0.256 -0.202 0.276 -0.247 0.206 0.205 0.259 0.210 0.218 -0.026 -0.075 0.221 0.217 0.215 0.239 0.212 -0.623 0.068 -0.420 -0.355 0.030 -0.612 -0.558 0.206 0.181 0.181 0.179 0.171 0.181 0.185 0.192

=====

DFT (the ωB97M-V functional and the def2-TZVPD basis) results for C14H20AuN3O6 as an isolated structure.

ORCA input file:
```
! RIJCOSX wB97M-V def2-TZVPD def2/J DEFGRID3
* xyz 0 1
Au 1.80 -1.40 1.78
C -3.14 -1.35 1.52
N -1.88 -1.33 2.22
C -1.58 -0.21 3.09
C -0.92 -2.23 2.03
C -1.20 -3.41 1.15
O 0.15 -2.13 2.66
H -3.67 -0.42 1.72
H -3.77 -2.18 1.84
H -2.98 -1.43 0.44
H -2.48 0.35 3.30
H -0.83 0.43 2.60
H -1.14 -0.58 4.02
H -2.21 -3.78 1.30
H -0.48 -4.18 1.39
H -1.08 -3.14 0.10
O 4.77 0.47 -0.36
C 3.78 -0.20 -0.12
O 3.50 -0.66 1.04
C 2.85 -0.55 -1.27
C 1.47 -0.34 -1.22
C 0.67 -0.74 -2.27
C 1.25 -1.34 -3.38
C 2.63 -1.48 -3.48
C 3.42 -1.08 -2.43
N 0.41 -1.86 -4.42
O 0.92 -2.14 -5.49
O -0.78 -2.00 -4.17
H 1.04 0.14 -0.36
H -0.40 -0.60 -2.25
H 3.04 -1.93 -4.38
H 4.50 -1.19 -2.48
C -0.25 4.87 0.42
N -0.52 3.45 0.53
C -1.82 2.95 0.18
C 0.40 2.60 0.99
O 0.22 1.40 1.14
H -1.14 5.37 0.06
H 0.56 5.06 -0.28
H 0.02 5.29 1.39
H -2.21 3.46 -0.70
H -2.53 3.06 1.00
H -1.72 1.88 -0.05
H 1.37 3.07 1.20
*
```

- Largest force on an atom: 1.4 eV/A
- HOMO: -8.70 eV
- Energy: -35287.4031 eV

Charges per atom according to natural (NBO) partitioning, unit e: 0.650 -0.411 -0.378 -0.436 0.723 -0.717 -0.722 0.220 0.209 0.214 0.199 0.261 0.225 0.230 0.256 0.254 -0.630 0.760 -0.780 -0.097 -0.177 -0.212 0.006 -0.185 -0.182 0.527 -0.377 -0.398 0.239 0.232 0.245 0.237 -0.413 -0.423 -0.419 0.546 -0.672 0.216 0.212 0.207 0.205 0.194 0.232 0.133

=====

Question: Among the records above, which one has the highest HOMO?
Answer: C14H20AuBN5S2

=====

Please write out number 2 again, unchanged.
DFT (the ωB97M-V functional and the def2-TZVPD basis) results for C14H20AuN3O6 as an isolated structure.

ORCA input file:
```
! RIJCOSX wB97M-V def2-TZVPD def2/J DEFGRID3
* xyz 0 1
Au 1.80 -1.40 1.78
C -3.14 -1.35 1.52
N -1.88 -1.33 2.22
C -1.58 -0.21 3.09
C -0.92 -2.23 2.03
C -1.20 -3.41 1.15
O 0.15 -2.13 2.66
H -3.67 -0.42 1.72
H -3.77 -2.18 1.84
H -2.98 -1.43 0.44
H -2.48 0.35 3.30
H -0.83 0.43 2.60
H -1.14 -0.58 4.02
H -2.21 -3.78 1.30
H -0.48 -4.18 1.39
H -1.08 -3.14 0.10
O 4.77 0.47 -0.36
C 3.78 -0.20 -0.12
O 3.50 -0.66 1.04
C 2.85 -0.55 -1.27
C 1.47 -0.34 -1.22
C 0.67 -0.74 -2.27
C 1.25 -1.34 -3.38
C 2.63 -1.48 -3.48
C 3.42 -1.08 -2.43
N 0.41 -1.86 -4.42
O 0.92 -2.14 -5.49
O -0.78 -2.00 -4.17
H 1.04 0.14 -0.36
H -0.40 -0.60 -2.25
H 3.04 -1.93 -4.38
H 4.50 -1.19 -2.48
C -0.25 4.87 0.42
N -0.52 3.45 0.53
C -1.82 2.95 0.18
C 0.40 2.60 0.99
O 0.22 1.40 1.14
H -1.14 5.37 0.06
H 0.56 5.06 -0.28
H 0.02 5.29 1.39
H -2.21 3.46 -0.70
H -2.53 3.06 1.00
H -1.72 1.88 -0.05
H 1.37 3.07 1.20
*
```

- Largest force on an atom: 1.4 eV/A
- HOMO: -8.70 eV
- Energy: -35287.4031 eV

Charges per atom according to natural (NBO) partitioning, unit e: 0.650 -0.411 -0.378 -0.436 0.723 -0.717 -0.722 0.220 0.209 0.214 0.199 0.261 0.225 0.230 0.256 0.254 -0.630 0.760 -0.780 -0.097 -0.177 -0.212 0.006 -0.185 -0.182 0.527 -0.377 -0.398 0.239 0.232 0.245 0.237 -0.413 -0.423 -0.419 0.546 -0.672 0.216 0.212 0.207 0.205 0.194 0.232 0.133

=====

Question: What is the largest force on an atom in the first record?
Answer: 2.6 eV/A